# 1
Density functional theory data (the ωB97M-V functional and the def2-TZVPD basis) for an isolated ion of composition C6H8N3O3S and charge -1.

Summary:
SMILES = [H]/N=N/N(C1C=CCC=C1)S(=O)(=O)[O-]
HOMO = -5.220 eV
E_LUMO = 3.29 eV
Spin multiplicity = 1
Net charge = -1
Frontier orbital gap = 8.51 eV
ΔE to the lowest compared entry with this formula, charge and spin = 6.18 kcal per mole

Each line ends with the natural charge from an NBO analysis.
Element x y z (Å)
H 2.7997 -3.1787 -1.0889  0.30
N 3.1481 -2.2706 -0.7498  -0.46
N 2.1498 -1.6609 -0.2655  -0.01
N 2.3405 -0.5027 0.2838  -0.47
C 1.1578 0.2801 0.5674  -0.17
C 0.6791 0.9556 -0.6847  -0.17
C -0.6002 1.0828 -0.9884  -0.20
C -1.7053 0.5770 -0.1077  -0.48
C -1.1997 -0.3985 0.9111  -0.20
C 0.0811 -0.5344 1.2102  -0.15
S 3.7949 0.4985 0.1094  2.49
O 3.4981 1.5798 1.0414  -1.02
O 4.9129 -0.3194 0.5095  -0.97
O 3.7582 0.9005 -1.2840  -1.01
H 1.5357 1.0517 1.2567  0.28
H 1.4775 1.3050 -1.3229  0.25
H -0.9107 1.5711 -1.9034  0.19
H -2.1900 1.4232 0.4002  0.21
H -2.4792 0.0990 -0.7204  0.20
H -1.9515 -1.0042 1.4025  0.19
H 0.4161 -1.2645 1.9325  0.21

# 2
Density functional theory data (the ωB97M-V functional and the def2-TZVPD basis) for C13H34Cl2N3OP2Rh as an isolated structure.

Summary:
HOMO (spin up / spin down) = -14.373 / -15.609 eV
E_LUMO (spin up / spin down) = -6.37 / -8.87 eV
Spin multiplicity = 5
Net charge = +2
Frontier orbital gap (spin up / spin down) = 8.00 / 6.74 eV

Each line ends with the natural charge from an NBO analysis.
Element x y z (Å)
C -1.3852 0.0560 -3.3075  -0.77
C -1.0204 -0.4849 -1.9739  0.66
H -2.5106 0.2152 -3.4174  0.24
H -0.9293 -0.8128 -3.8299  0.30
H -0.7822 0.9753 -3.4185  0.28
O -1.8383 -0.9351 -0.9949  -0.57
Cl 0.7778 -0.4484 -2.7344  -0.11
Rh 0.4137 0.3823 1.5424  0.90
P 0.2898 -2.1473 0.1782  1.13
C -0.8529 -3.1539 1.1967  -0.98
C 0.0232 -3.0315 -1.3983  -1.00
H 0.2400 -4.1502 -1.3374  0.28
H 2.0189 -3.9277 0.4219  0.27
H 0.6955 -2.6250 -2.2069  0.27
H 2.6866 -2.2879 0.0060  0.27
H -1.9176 -2.8969 0.9549  0.26
H -1.0328 -2.9363 -1.7855  0.26
C 1.9293 -2.8302 0.6183  -0.98
H -0.7439 -4.2615 1.0339  0.27
H 2.1376 -2.6229 1.6934  0.25
H -0.7081 -2.9672 2.2927  0.23
P 0.1044 2.2339 0.0310  0.92
C -1.0279 3.2599 1.0687  -0.94
C 1.7317 3.1310 0.2404  -0.90
H 0.3762 2.5773 -2.4159  0.27
H -0.3486 4.0461 -1.6464  0.29
H -1.3785 2.6006 -1.9458  0.26
C -0.3401 2.8869 -1.5914  -1.00
H 2.4700 2.5614 -0.3288  0.26
H 1.6958 4.1581 -0.1248  0.26
H -1.0403 4.3253 0.7759  0.27
H -0.7290 3.1914 2.1268  0.23
H 1.9879 3.1023 1.2976  0.24
H -2.0570 2.8718 0.9693  0.24
Cl 2.5604 0.3093 1.8053  -0.31
C -3.7516 0.1577 3.0804  -0.46
N -2.6090 0.1215 3.9599  -0.34
C -2.5494 0.0791 5.3351  -0.41
C -1.4543 0.1279 3.3436  0.70
N -1.5818 0.1089 1.9905  -0.85
N -0.2055 0.1474 3.9655  -0.53
C 0.4047 1.4043 4.3173  -0.44
C 0.5415 -1.0286 4.2530  -0.44
H -4.5995 0.1678 3.8867  0.25
H -3.9747 -0.7741 2.4587  0.24
H -3.9301 1.1117 2.4823  0.24
H -2.0464 -0.8491 5.6270  0.23
H -2.0545 0.9841 5.6818  0.22
H -3.6177 0.0680 5.5599  0.24
H -2.3235 0.0111 1.3551  0.44
H 0.6466 1.3834 5.4203  0.24
H 1.3593 1.5965 3.7321  0.23
H -0.3222 2.2645 4.1331  0.23
H -0.0245 -1.9636 3.9663  0.23
H 1.5430 -1.0434 3.7493  0.23
H 0.7128 -1.0735 5.3820  0.23

# 3
Density functional theory data (the ωB97M-V functional and the def2-TZVPD basis) for C30H43F5IrP2 as an isolated structure.

Summary:
HOMO (spin up / spin down) = -12.522 / -13.745 eV
E_LUMO (spin up / spin down) = -6.48 / -8.15 eV
Spin multiplicity = 6
Net charge = +2
Frontier orbital gap (spin up / spin down) = 6.04 / 5.60 eV
ΔE to the lowest compared entry with this formula, charge and spin = 127.12 kcal per mole

Each line ends with the Löwdin charge.
Element x y z (Å)
Ir -0.4455 0.6345 -0.8746  0.84
C -0.3146 -2.0140 1.9275  -0.14
C 1.0329 -2.4013 1.6156  -0.14
C 1.0725 -0.9194 3.3643  -0.14
C -0.2628 -1.0804 2.9717  -0.14
C 1.8827 -1.7002 2.4816  -0.15
C -1.5336 -2.6955 1.5374  0.00
H -1.3531 -3.3584 0.6996  0.06
H -2.2970 -1.9512 1.2882  0.08
H -1.9004 -3.3370 2.3568  0.14
C -1.4709 -0.4469 3.5261  0.01
H -2.2449 -0.2300 2.7632  0.10
H -1.2642 0.4737 4.0860  0.09
H -1.9020 -1.1830 4.2234  0.13
C 1.5055 -0.3571 4.6452  0.02
H 1.7202 -1.1521 5.3717  0.13
H 0.7287 0.2823 5.0698  0.10
H 2.4224 0.2074 4.4834  0.10
C 3.2611 -2.0961 2.7590  0.01
H 3.3092 -2.8823 3.5233  0.13
H 3.8514 -1.2542 3.1070  0.10
H 3.7286 -2.4777 1.8570  0.09
C 1.4180 -3.5472 0.7995  0.00
H 1.6716 -4.3662 1.4728  0.13
H 2.2828 -3.3511 0.1704  0.11
H 0.6267 -3.8983 0.1499  0.06
C -1.6311 0.5234 -3.4268  -0.19
C -1.8981 -0.9064 -3.6552  -0.34
C -0.9386 -1.8190 -4.4365  -0.16
C 0.5145 -1.5334 -4.0816  -0.15
C 0.7020 -0.7333 -2.7637  -0.28
C 0.9314 0.7006 -2.7554  -0.26
C 0.6929 1.4182 -4.0655  -0.16
C -0.8024 1.2564 -4.4402  -0.14
H -1.1759 -1.6761 -5.4789  0.12
H 1.0104 -1.0889 -4.9327  0.12
H -1.1420 -2.8547 -4.1995  0.11
H -0.8264 0.7968 -5.4265  0.13
H -2.3765 1.1867 -3.0016  0.12
H -2.9654 -1.0687 -3.9563  0.18
H -1.2331 2.2549 -4.6069  0.13
H 0.9683 2.4741 -4.0067  0.12
H 1.8193 1.1059 -2.2449  0.06
H 1.4160 1.1100 -4.8668  0.14
H 1.0894 -2.4602 -3.9390  0.13
H 1.4123 -1.3083 -2.1432  0.09
P -1.2500 -1.0379 -2.0327  0.71
P 1.6400 1.3419 0.2560  0.90
C -0.3378 2.7576 -1.1346  -0.24
C 1.0183 2.9736 -0.5785  -0.34
H -1.1982 3.2513 -0.6995  0.06
H -0.4015 2.5672 -2.1984  0.02
H 1.7647 3.2323 -1.3447  0.10
H 1.0764 3.6899 0.2399  0.09
C 2.6812 1.9103 1.7100  -0.23
H 2.9529 1.1341 2.4385  0.03
H 2.1494 2.6747 2.2740  0.04
H 3.6193 2.3795 1.3855  0.07
C 3.0400 0.2722 -0.4028  -0.25
H 3.5928 0.8282 -1.1709  0.06
H 2.6103 -0.6244 -0.8541  0.00
H 3.7253 -0.0927 0.3803  0.05
C -2.7867 -0.7820 -1.0678  -0.20
H -3.4034 -1.6821 -0.9870  0.09
H -3.3078 0.0244 -1.5943  0.05
H -2.5017 -0.3689 -0.0882  0.00
C -0.7337 -2.7556 -1.5411  -0.17
H -0.1480 -2.4799 -0.6657  -0.01
H 0.0142 -3.2276 -2.1870  0.07
H -1.5357 -3.4853 -1.3570  0.09
F 0.2247 1.8206 2.9422  -0.02
C -0.8590 2.4368 2.3457  -0.23
C -1.4619 1.9695 1.1626  -0.04
C -2.7637 2.4485 1.0437  -0.25
F -3.6592 1.8355 0.2118  0.05
C -3.2256 3.5895 1.7280  -0.12
F -4.3460 4.2239 1.3304  0.12
C -2.4843 4.1431 2.7723  -0.12
F -2.9109 5.2636 3.3812  0.14
C -1.3023 3.5161 3.1472  -0.12
F -0.5843 3.9761 4.2072  0.11

# 4
Density functional theory data (the ωB97M-V functional and the def2-TZVPD basis) for a 2-piece molecular cluster, CHBrOS2 overall.

Summary:
HOMO (spin up / spin down) = -8.548 / -8.545 eV
E_LUMO (spin up / spin down) = -1.38 / -1.38 eV
Spin multiplicity = 1
Frontier orbital gap (spin up / spin down) = 7.17 / 7.17 eV
ΔE to the lowest compared entry with this formula, charge and spin = 110.50 kcal per mole

Each line ends with the natural charge from an NBO analysis.
Element x y z (Å)
C -0.5182 -0.6287 -0.0536  -0.29
O 1.6833 -0.5337 0.0849  -0.81
S -0.7578 -2.1147 0.0322  0.39
S -0.6918 0.9700 0.0669  0.29
Br 2.4306 1.0880 0.0287  0.25
H -2.1462 1.2190 -0.1592  0.17